(1)
{
  "formula": "C18H15N2O7S2Ta",
  "method": "wB97M-V/def2-TZVPD",
  "orbital_gap_ev": 5.69,
  "relative_energy_kcal_mol": 0.8,
  "total_charge": 2,
  "lumo_energy_ev": -7.857,
  "symbols": ["Ta", "N", "C", "O", "C", "C", "H", "H", "H", "H", "H", "H", "O", "C", "O", "C", "C", "C", "C", "O", "C", "O", "C", "C", "H", "H", "H", "H", "H", "O", "S", "O", "N", "C", "S", "C", "C", "C", "C", "C", "C", "H", "H", "H", "H"],
  "xyz": [[0.8553, -1.2216, 0.6121], [-2.2358, 1.5800, 0.2202], [-1.1539, 0.9429, 0.5805], [-0.9138, -0.2195, 0.1088], [-0.1574, 1.5121, 1.5403], [1.1612, 0.7806, 1.3092], [-2.9037, 1.1414, -0.3990], [-2.4388, 2.5044, 0.5687], [-0.5372, 1.2967, 2.5441], [-0.0894, 2.5969, 1.4509], [1.8073, 0.7996, 2.1922], [1.7322, 1.2379, 0.4827], [-0.3980, -2.8214, 0.7859], [-0.5795, -2.6479, 2.0668], [-0.0546, -1.5338, 2.4658], [-1.2557, -3.5631, 2.9094], [-1.8554, -4.6974, 2.3385], [-2.5504, -5.6055, 3.1146], [-2.6105, -5.3373, 4.4711], [-3.2163, -6.0546, 5.4112], [-2.9802, -5.3982, 6.6724], [-2.2450, -4.2104, 6.3814], [-2.0081, -4.2069, 5.0499], [-1.3233, -3.3012, 4.3035], [-1.7819, -4.8459, 1.2700], [-3.0309, -6.4774, 2.6962], [-2.3876, -6.0569, 7.3063], [-3.9361, -5.1432, 7.1258], [-0.8562, -2.4294, 4.7377], [2.2250, -2.6111, 1.6961], [3.2966, -2.8539, 0.6783], [4.6268, -2.6741, 1.1012], [2.6404, -1.7610, -0.4044], [1.9765, -2.4192, -1.3811], [0.6417, -1.5769, -1.9508], [2.3213, -3.8361, -1.4753], [2.0027, -4.7481, -2.4665], [2.4324, -6.0613, -2.3014], [3.1420, -6.4547, -1.1716], [3.4537, -5.5478, -0.1577], [3.0252, -4.2538, -0.3391], [1.4586, -4.4438, -3.3507], [2.2145, -6.7902, -3.0698], [3.4622, -7.4831, -1.0760], [4.0075, -5.8501, 0.7207]],
  "forces_ev_per_a": [[-0.84, -0.57, -0.12], [-0.01, -0.08, 0.05], [0.06, 0.08, 0.00], [0.12, 0.13, -0.04], [0.04, -0.04, 0.05], [0.02, -0.16, 0.15], [0.00, 0.01, -0.02], [0.00, 0.01, 0.02], [0.00, 0.00, 0.00], [0.01, 0.00, -0.01], [0.01, 0.04, -0.01], [-0.01, -0.04, -0.03], [0.08, 0.02, -0.19], [-0.36, 0.01, 0.40], [0.20, 0.14, -0.02], [0.02, 0.00, -0.06], [0.02, 0.09, -0.04], [-0.04, -0.06, 0.08], [0.06, 0.11, 0.00], [-0.02, -0.04, -0.09], [0.00, -0.04, 0.10], [0.06, 0.09, -0.01], [-0.03, -0.07, -0.07], [-0.04, 0.01, 0.07], [0.00, -0.01, 0.00], [0.01, -0.01, 0.00], [-0.02, 0.01, -0.01], [0.01, 0.00, -0.02], [0.00, 0.00, 0.01], [-0.10, 0.26, 0.05], [0.23, -0.01, -0.02], [0.04, -0.04, -0.03], [0.45, 0.13, -0.10], [0.04, 0.00, -0.13], [-0.01, 0.05, 0.04], [0.00, -0.08, -0.03], [0.01, 0.05, 0.02], [0.00, -0.02, 0.00], [-0.01, 0.03, 0.00], [0.02, -0.01, 0.04], [-0.01, 0.05, -0.02], [0.00, 0.01, 0.00], [0.00, 0.00, 0.00], [0.01, 0.00, 0.01], [0.00, -0.01, 0.00]],
  "mulliken_charge": [1.751, -0.341, 0.715, -0.771, -0.633, -1.116, 0.270, 0.242, 0.306, 0.493, 0.513, 0.511, -0.642, 1.336, -0.603, -0.143, -0.574, -1.012, 0.989, -0.442, -0.233, -0.467, 0.639, -0.936, 0.509, 0.472, 0.276, 0.271, 0.547, -0.699, 1.205, -0.544, -0.646, 0.624, -0.241, 0.759, -0.752, -0.570, -0.555, -0.793, 0.407, 0.487, 0.433, 0.443, 0.513]
}

(2)
{
  "formula": "C18H15PS4SnTe4",
  "method": "wB97M-V/def2-TZVPD",
  "orbital_gap_ev": 5.33,
  "relative_energy_kcal_mol": 0.0,
  "total_charge": -2,
  "lumo_energy_ev": 3.862,
  "symbols": ["Sn", "Te", "Te", "Te", "Te", "S", "S", "S", "S", "C", "C", "C", "C", "C", "C", "P", "C", "C", "C", "C", "C", "C", "C", "C", "C", "C", "C", "C", "H", "H", "H", "H", "H", "H", "H", "H", "H", "H", "H", "H", "H", "H", "H"],
  "xyz": [[2.5416, 0.4755, -0.1995], [4.2768, 3.6292, -0.3326], [4.4592, 9.6344, -1.7801], [5.3828, 7.2233, -1.0659], [3.6336, 5.4347, -2.2802], [3.2243, -1.6181, -1.2363], [4.3923, 1.5300, -1.4877], [1.6351, -2.9552, -0.9094], [0.5402, -3.1427, -2.6382], [-3.9735, -3.7237, -0.1850], [-3.7344, -3.3333, 1.1272], [-3.1061, -2.1279, 1.3875], [-2.6953, -1.2896, 0.3469], [-2.9656, -1.6796, -0.9593], [-3.5916, -2.8912, -1.2227], [-1.9127, 0.3021, 0.8067], [-0.9157, 0.7723, -0.6237], [-0.7476, 2.1455, -0.7865], [0.1398, 2.6465, -1.7322], [0.7964, 1.7762, -2.5894], [0.5721, 0.4013, -2.4874], [-0.2261, -0.1003, -1.4620], [-0.5688, -0.2326, 1.9072], [0.1150, -1.4400, 1.7647], [1.2785, -1.6725, 2.4824], [1.7814, -0.6939, 3.3291], [1.0913, 0.4961, 3.5054], [-0.0843, 0.7193, 2.8034], [-4.4354, -4.6805, -0.3948], [-4.0198, -3.9787, 1.9494], [-2.9099, -1.8405, 2.4152], [-2.6537, -1.0610, -1.7907], [-3.7438, -3.1935, -2.2503], [-1.2838, 2.8314, -0.1406], [0.3246, 3.7116, -1.7966], [1.4962, 2.1654, -3.3178], [1.0261, -0.3148, -3.1579], [-0.2857, -1.1808, -1.3515], [-0.2448, -2.1986, 1.0817], [1.8146, -2.6016, 2.3308], [2.7165, -0.8613, 3.8507], [1.4825, 1.2645, 4.1609], [-0.6223, 1.6525, 2.9291]],
  "forces_ev_per_a": [[0.01, -0.03, -0.14], [-0.02, 0.06, -0.04], [-0.06, 0.03, -0.01], [0.03, -0.08, -0.10], [0.06, -0.02, 0.16], [0.17, -0.23, -0.10], [0.00, 0.18, 0.11], [-0.06, -0.09, -0.10], [0.14, -0.12, 0.10], [0.00, -0.01, 0.01], [0.00, -0.01, 0.00], [0.00, 0.00, 0.01], [0.09, -0.06, 0.13], [0.04, 0.03, -0.09], [-0.01, 0.01, -0.01], [-0.73, -0.05, 0.21], [0.08, 0.37, -0.21], [0.12, 0.12, -0.11], [-0.02, 0.07, 0.07], [-0.05, -0.15, -0.07], [0.00, 0.09, 0.13], [-0.15, -0.08, -0.09], [0.31, -0.10, 0.14], [-0.14, -0.03, 0.13], [0.03, 0.00, -0.05], [0.04, -0.10, 0.14], [0.01, 0.05, -0.04], [0.01, -0.03, 0.00], [-0.01, 0.00, 0.00], [-0.01, 0.00, 0.00], [0.02, 0.00, -0.01], [0.02, 0.00, 0.03], [-0.01, -0.01, -0.01], [0.01, -0.01, 0.02], [-0.01, 0.01, 0.00], [-0.02, -0.03, -0.05], [0.16, 0.00, 0.00], [-0.11, 0.12, -0.12], [0.04, 0.07, -0.03], [0.01, 0.02, 0.00], [-0.02, 0.00, 0.01], [-0.01, -0.02, 0.02], [0.03, 0.02, -0.04]],
  "mulliken_charge": [0.879, -0.052, -0.674, -0.196, -0.120, -0.415, -0.460, -0.141, -0.562, -0.461, -0.545, -0.461, 0.401, -0.120, -0.564, -0.393, 0.463, -0.496, -0.510, -0.545, -0.549, 0.226, 0.358, -0.090, -0.644, -0.346, -0.542, -0.455, 0.351, 0.358, 0.349, 0.379, 0.361, 0.322, 0.395, 0.435, 0.377, -0.102, 0.375, 0.356, 0.365, 0.386, 0.306]
}

(3)
{
  "formula": "C18H16AuN3OS",
  "method": "wB97M-V/def2-TZVPD",
  "orbital_gap_ev": 8.27,
  "relative_energy_kcal_mol": 0.0,
  "lumo_energy_ev": 0.414,
  "symbols": ["Au", "S", "C", "C", "C", "C", "C", "C", "N", "C", "C", "C", "C", "C", "C", "C", "H", "H", "H", "H", "H", "H", "H", "H", "N", "C", "N", "C", "C", "O", "C", "C", "H", "H", "H", "H", "H", "H", "H", "H"],
  "xyz": [[-1.4760, 1.1587, -0.4351], [3.1503, 3.1725, -0.7585], [3.4017, 2.5058, 0.8143], [4.5467, 2.5150, 1.6066], [4.4862, 1.9058, 2.8459], [3.3053, 1.2982, 3.2896], [2.1715, 1.2905, 2.5014], [2.2175, 1.9005, 1.2478], [1.1606, 1.9662, 0.3571], [1.4821, 2.5897, -0.7223], [0.5840, 2.8333, -1.8779], [1.1016, 3.5338, -2.9707], [0.3265, 3.8068, -4.0819], [-0.9961, 3.3909, -4.0923], [-1.5126, 2.6960, -3.0077], [-0.7488, 2.3784, -1.8789], [5.4586, 2.9861, 1.2639], [5.3623, 1.9015, 3.4814], [3.2819, 0.8318, 4.2662], [1.2504, 0.8289, 2.8334], [2.1313, 3.8726, -2.9581], [0.7475, 4.3380, -4.9254], [-1.6263, 3.6015, -4.9481], [-2.5505, 2.3902, -3.0404], [-2.1524, -0.3307, 0.8961], [-2.1423, -1.4757, 0.7015], [-2.1526, -2.7593, 0.4823], [-3.2795, -3.4252, -0.1843], [-3.6468, -4.6532, 0.6257], [-2.5183, -5.4911, 0.8049], [-1.4897, -4.8341, 1.5250], [-0.9975, -3.6184, 0.7649], [-2.9650, -3.7199, -1.1883], [-4.1117, -2.7290, -0.2613], [-4.3986, -5.2416, 0.1033], [-4.0460, -4.3483, 1.6009], [-0.6828, -5.5529, 1.6539], [-1.8585, -4.5295, 2.5121], [-0.5522, -3.9273, -0.1838], [-0.2619, -3.0567, 1.3368]],
  "forces_ev_per_a": [[0.07, 0.15, -0.12], [-0.03, 0.02, -0.07], [0.06, 0.01, 0.02], [-0.03, -0.02, 0.02], [-0.02, 0.01, -0.02], [-0.01, 0.00, -0.01], [0.02, -0.01, 0.03], [-0.10, -0.05, 0.00], [0.08, 0.00, 0.08], [-0.04, 0.01, -0.16], [0.09, 0.03, 0.08], [0.02, 0.03, 0.00], [0.00, -0.01, 0.03], [-0.03, -0.01, 0.03], [-0.07, 0.03, 0.00], [0.04, -0.10, 0.07], [0.00, 0.00, 0.00], [-0.01, 0.00, 0.00], [0.01, 0.00, -0.01], [0.00, 0.01, 0.00], [-0.01, 0.00, -0.01], [0.00, 0.02, 0.01], [0.00, 0.01, 0.01], [0.01, -0.04, -0.02], [-0.04, -0.11, -0.01], [0.02, -0.01, -0.11], [-0.08, -0.04, 0.11], [0.08, 0.06, 0.03], [0.02, -0.05, 0.03], [0.00, 0.01, 0.00], [-0.04, -0.04, 0.00], [-0.02, 0.06, -0.02], [-0.01, 0.01, -0.03], [-0.01, 0.01, 0.02], [0.00, -0.01, 0.00], [-0.01, 0.00, 0.01], [0.00, -0.02, 0.00], [0.00, -0.01, 0.02], [0.03, 0.01, -0.01], [-0.01, 0.01, 0.01]],
  "mulliken_charge": [0.071, -0.361, 1.016, -0.618, -0.429, -0.481, -0.520, -0.636, -0.367, 1.043, 0.786, -0.677, -0.723, -0.544, -0.310, -0.323, 0.385, 0.368, 0.372, 0.465, 0.309, 0.385, 0.368, 0.354, -0.488, 0.336, 0.040, -0.555, -0.537, -0.366, -0.534, -0.551, 0.265, 0.420, 0.334, 0.340, 0.335, 0.341, 0.257, 0.431]
}

(4)
{
  "formula": "C18H16BCuF4N5O2S",
  "method": "wB97M-V/def2-TZVPD",
  "orbital_gap_ev": [7.31, 6.53],
  "spin_multiplicity": 2,
  "lumo_energy_ev": [-0.528, -1.309],
  "symbols": ["Cu", "O", "C", "N", "C", "O", "C", "C", "C", "C", "C", "N", "C", "C", "C", "C", "C", "N", "H", "H", "H", "H", "H", "H", "H", "H", "F", "B", "F", "F", "F", "C", "C", "C", "C", "N", "C", "S", "N", "C", "H", "H", "H", "H", "H", "H", "H", "H"],
  "xyz": [[1.8055, 1.1051, 0.3886], [1.3494, 4.8080, -1.1176], [1.2729, 3.7033, -0.6339], [2.2832, 2.8212, -0.3989], [3.6043, 3.0580, -0.6309], [4.1186, 4.0336, -1.1247], [4.4395, 1.8945, -0.1397], [5.8099, 1.8662, -0.3425], [6.5338, 0.7806, 0.1258], [5.8679, -0.2193, 0.8177], [4.5011, -0.1028, 1.0177], [3.8138, 0.9205, 0.5312], [-0.0467, 3.1360, -0.1632], [-1.2374, 3.8169, -0.3769], [-2.4188, 3.2540, 0.0772], [-2.3719, 2.0329, 0.7330], [-1.1434, 1.4175, 0.9059], [-0.0183, 1.9674, 0.4789], [6.2639, 2.6943, -0.8640], [7.6007, 0.7274, -0.0254], [6.3811, -1.0884, 1.1917], [3.9507, -0.8411, 1.5822], [-1.2066, 4.7609, -0.9023], [-3.3606, 3.7583, -0.0761], [-3.2674, 1.5489, 1.0884], [-1.0523, 0.4610, 1.3990], [2.6493, -2.2163, -0.1553], [1.6311, -2.1360, 0.7427], [0.5931, -2.9800, 0.4343], [2.0516, -2.3028, 2.0266], [1.0804, -0.7680, 0.6560], [-2.3112, -4.2519, 0.8113], [-2.8723, -3.1244, 0.0249], [-4.2184, -2.9541, -0.2034], [-4.6339, -1.8134, -0.9260], [-3.7728, -0.9348, -1.3803], [-2.4629, -1.1132, -1.1917], [-1.3621, -0.0396, -1.8229], [-2.0204, -2.2078, -0.4768], [-6.0773, -1.5432, -1.1883], [-3.0686, -5.0110, 0.9904], [-1.9467, -3.8767, 1.7678], [-1.4557, -4.6869, 0.2989], [-4.9386, -3.6656, 0.1694], [-1.0150, -2.3275, -0.3504], [-6.7044, -2.3973, -0.9481], [-6.2206, -1.2723, -2.2319], [-6.3993, -0.6925, -0.5879]],
  "forces_ev_per_a": [[-0.10, 0.37, -0.11], [-0.18, -0.11, 0.02], [-0.09, 0.44, -0.08], [-0.05, -0.83, 0.32], [0.09, 0.24, -0.07], [0.11, -0.19, 0.03], [0.62, 0.03, 0.00], [-0.25, 0.07, -0.01], [-0.23, 0.00, 0.13], [-0.10, 0.13, -0.04], [0.35, -0.34, 0.14], [-0.71, 0.01, -0.24], [-0.59, 0.45, -0.13], [0.30, -0.07, -0.06], [0.14, -0.20, 0.16], [0.12, 0.19, 0.01], [-0.43, -0.11, 0.23], [0.65, -0.29, -0.10], [0.03, 0.04, -0.06], [0.09, -0.03, -0.06], [0.09, -0.07, 0.10], [-0.06, -0.10, -0.08], [0.04, -0.01, 0.01], [-0.07, 0.02, -0.05], [-0.06, -0.04, 0.02], [0.00, -0.08, -0.02], [0.59, 0.03, -0.54], [0.10, 0.14, -0.04], [-0.78, -0.47, -0.24], [0.32, -0.04, 0.85], [-0.06, 0.86, 0.10], [0.18, -0.04, 0.07], [-0.61, 0.06, -0.14], [0.20, 0.01, 0.04], [0.37, -0.25, 0.20], [-1.01, 0.08, -0.06], [1.02, 0.38, -0.30], [0.39, -0.04, -0.22], [-0.37, -0.17, 0.10], [-0.15, -0.02, -0.02], [0.02, 0.02, -0.02], [0.03, -0.03, 0.06], [0.03, -0.08, -0.01], [0.05, -0.07, 0.04], [-0.05, 0.07, 0.01], [-0.03, -0.06, 0.04], [0.04, 0.03, -0.04], [-0.01, 0.04, 0.03]],
  "mulliken_spin": [0.639, 0.008, 0.001, 0.159, -0.003, 0.008, 0.012, 0.002, -0.001, 0.005, 0.001, 0.060, 0.012, 0.002, -0.001, 0.004, 0.002, 0.066, 0.001, 0.000, 0.000, 0.001, 0.001, 0.000, 0.000, 0.002, 0.000, 0.006, 0.001, 0.000, 0.012, 0.000, 0.000, 0.000, 0.000, 0.000, 0.000, -0.001, 0.000, 0.000, 0.000, 0.000, 0.000, 0.000, 0.000, 0.000, 0.000, 0.000]
}

Number 1: E -59431.4520 eV, F_max 0.020 Eh/bohr. Number 2: E -106548.3454 eV, F_max 0.015 Eh/bohr. Number 3: E -39970.1462 eV, F_max 0.004 Eh/bohr. Number 4: E -97500.9004 eV, F_max 0.022 Eh/bohr.